Here is a structure of composition C26H48NdOP2 from the OMol25 dataset. Energies are from ωB97M-V/def2-TZVPD.

Structure (XYZ):
```
78
Properties=species:S:1:pos:R:3:forces:R:3:lowdin_charge:R:1
Nd 0.091296 0.079029 0.359690 1.1517 -0.1461 0.9392 1.453
C -1.888823 1.631185 0.792841 -0.3965 -0.4226 0.8042 -0.356
C -2.268064 0.710897 -0.234422 -0.5601 0.0098 0.1834 -0.393
C -2.074452 -0.477548 1.733294 -0.1567 0.3279 -0.3129 -0.327
C -1.805432 0.901096 2.013157 -0.2707 0.0923 -0.3796 -0.309
C -2.395108 -0.593045 0.354973 -0.7266 0.4597 0.3809 -0.344
C -1.813386 3.132107 0.636899 -0.2015 0.1605 -0.1175 -0.036
H -1.465063 3.475223 -0.352048 -0.1281 -0.3214 0.2298 0.076
H -1.188917 3.653357 1.376658 -0.1929 -0.3819 -0.0837 0.062
H -2.833380 3.521001 0.755062 0.1689 0.1482 -0.0564 0.101
C -1.732113 1.487888 3.387797 0.2085 0.0173 0.2851 -0.026
H -1.516019 2.561409 3.366022 -0.1832 -0.2058 -0.0103 0.071
H -0.969862 1.012810 4.016822 -0.3068 0.1895 -0.2917 0.040
H -2.706281 1.343029 3.879319 0.2256 0.1350 -0.0757 0.106
C -2.219606 -1.576710 2.747369 -0.1707 -0.1815 0.2711 -0.024
H -3.285109 -1.690203 2.990909 0.1187 -0.0651 -0.0022 0.102
H -1.696646 -1.374779 3.687294 -0.1656 0.0919 -0.4262 0.050
H -1.872945 -2.567484 2.411105 -0.0905 0.4040 -0.1012 0.066
C -3.163138 -1.776335 -0.182804 -0.0826 -0.0178 -0.1118 -0.033
H -4.220881 -1.562198 0.037579 0.1629 -0.2380 -0.2199 0.105
H -2.916838 -2.714890 0.333719 -0.0480 0.3704 -0.0917 0.065
H -3.073834 -1.965417 -1.263332 0.0519 0.2378 0.2769 0.076
C -2.984533 1.220061 -1.448104 -0.0541 0.0331 -0.1812 -0.030
H -3.918037 1.652112 -1.042665 0.1356 -0.1300 -0.6438 0.106
H -3.211906 0.428057 -2.172473 -0.0549 0.2513 0.1975 0.069
H -2.440867 2.023378 -1.972040 -0.1969 -0.2643 0.1387 0.071
C 1.514660 0.501635 -2.739934 -0.5921 0.3960 -0.6114 -0.142
C 0.497874 1.375215 -2.890667 0.4952 -0.6183 -0.2909 -0.123
C -0.096895 1.670678 -4.256969 -0.0313 0.4402 0.1113 -0.157
C -0.986630 0.513883 -4.842100 -0.1570 -0.3378 0.0434 -0.152
C -1.077311 -0.762519 -4.004222 0.0996 0.3505 -0.4320 -0.109
C -0.043393 -1.601224 -3.907048 0.2568 0.0626 -0.3651 -0.114
C 1.293096 -1.315264 -4.588614 -0.3780 -0.3340 -0.0001 -0.163
C 2.161830 -0.187671 -3.931731 0.3383 -0.1005 0.2443 -0.164
H 0.696772 1.900464 -4.994712 -0.2892 -0.1117 0.5013 0.116
H -0.544499 0.241934 -5.815731 -0.3294 0.0830 0.2828 0.107
H -0.715293 2.581292 -4.182014 0.2859 -0.3414 -0.0340 0.109
H 2.428475 0.542395 -4.720523 -0.1339 -0.2339 0.5530 0.117
H 1.900911 0.163252 -1.771442 -0.0161 0.4021 0.0268 0.051
H -0.024509 1.862722 -2.063531 0.2802 -0.1383 0.1659 0.074
H 3.107030 -0.642394 -3.591947 -0.2821 0.2599 -0.1614 0.106
H 1.870809 -2.255062 -4.617066 -0.1772 0.4591 -0.0816 0.109
H -0.123283 -2.567363 -3.404166 -0.1725 0.2943 0.0683 0.097
H 1.100655 -1.016567 -5.634319 0.0759 -0.2546 0.3757 0.110
H -2.003564 0.897561 -5.041877 0.5096 -0.1898 0.1203 0.113
H -2.047188 -0.973535 -3.552756 0.2912 -0.1564 -0.0046 0.088
P 1.848886 2.029324 1.342852 -2.6875 -2.3257 -1.2101 0.649
C 1.332589 2.711591 2.910736 0.8669 0.2676 -0.0290 -0.229
H 2.234204 3.298107 3.075526 -0.1904 0.6641 1.1193 0.051
H 1.177232 1.946517 3.679415 0.1664 0.3519 -0.3373 0.041
H 0.446473 3.334980 2.775473 0.2937 -0.0161 0.0970 0.039
C 3.476476 1.304640 1.498102 0.1128 0.8806 0.2445 -0.242
H 3.962004 2.182254 1.921141 1.2851 -0.3190 -0.0015 0.050
H 3.855766 1.013048 0.513512 0.1342 0.2859 0.1932 0.052
H 3.455690 0.453910 2.186711 -0.0045 0.4130 -0.1765 0.029
C 1.929767 3.430863 0.218374 0.5451 -0.0972 0.7063 -0.245
H 2.386678 3.114994 -0.726308 0.0036 0.3545 0.2276 0.051
H 2.573781 4.041453 0.850021 0.1856 1.1061 -0.8585 0.047
H 0.934334 3.866824 0.066568 0.4110 -0.0248 0.0946 0.040
P 1.008543 -2.551689 0.411882 -1.2568 2.9127 1.6872 0.667
C -0.314417 -3.686335 -0.022984 0.8998 -0.4693 -0.9772 -0.251
H 0.342285 -4.466713 -0.401909 -0.9596 -1.1198 -0.3070 0.052
H -1.041146 -3.315829 -0.758761 0.4769 -0.2703 0.1960 0.032
H -0.788557 -3.956858 0.924092 0.0666 -0.1299 -0.3288 0.050
C 2.648076 -2.614225 -0.337912 -0.5359 -0.9920 -0.2765 -0.243
H 2.520366 -2.721447 -1.420120 0.5638 -0.1649 0.1431 0.045
H 3.002519 -3.502105 0.186448 1.0239 -0.1342 -0.7319 0.047
H 3.255783 -1.732851 -0.073506 -0.4393 -0.3569 -0.0302 0.055
C 1.359594 -3.204812 2.054087 0.1761 -0.1052 -0.6284 -0.258
H 1.541938 -4.222964 1.703018 0.2376 -0.5311 1.0625 0.055
H 0.474838 -3.112056 2.696530 0.4542 -0.1591 -0.1161 0.047
H 2.238369 -2.695047 2.460757 -0.2897 -0.4540 0.0940 0.048
C 0.489813 -0.766510 4.760353 0.2490 -0.1839 1.3857 -0.114
C 0.921350 -0.509819 3.367936 -1.5524 0.5097 -2.9707 -0.436
O 2.106568 -0.637836 3.094989 1.1004 -0.3243 0.5008 -0.181
H 0.782562 -1.803356 5.011469 0.0422 0.4128 0.1642 0.094
H -0.576019 -0.641604 5.000734 0.4868 0.0122 -0.2210 0.048
H 1.074060 -0.049929 5.369503 -0.1769 -0.4785 0.1716 0.095
```
Forces are in eV/Å.

## Properties
gap between HOMO and LUMO (alpha / beta) = 6.13 / 6.34 eV
HOMO level (alpha / beta) = -8.635 / -8.710 eV
ΔE to the lowest compared entry with this formula, charge and spin = 4.897 eV
total charge = +1
spin multiplicity = 4
total energy = -2338.46521 Eh
lowest unoccupied orbital energy (alpha / beta) = -0.092 / -0.087 Eh